{"formula": "HN4O3", "method": "ωB97M-V/def2-TZVPD", "fmax_ha_per_bohr": 0.105, "smiles": "O=NNN=[N+]([O-])[O-]", "e_above_lowest_kj_mol": 77.4, "total_charge": -1, "gap_ev": 9.53, "elements": ["O", "N", "N", "N", "N", "O", "O", "H"], "coordinates": [[-1.3302, -2.5868, 0.4574], [-0.6709, -1.6588, 0.9712], [-0.4968, -0.6355, 0.2452], [0.3610, 0.6165, 0.7866], [0.6972, 1.3467, -0.2273], [0.4233, 0.9368, -1.3926], [1.3548, 2.3673, -0.0262], [-0.3385, -0.3862, -0.8142]], "forces_ev_per_angstrom": [[0.5, 0.4, -0.1], [-0.4, -0.3, 0.5], [2.6, 4.4, -1.6], [-1.5, -2.3, 1.1], [-0.1, -1.7, 0.2], [-0.2, 0.2, -1.1], [0.0, 0.5, 0.0], [-0.9, -1.1, 0.9]], "lowdin_charge": [-0.184, -0.202, -0.032, 0.081, -0.594, -0.120, -0.069, 0.121]}